(1)
# C33H30BBrFeN3O8

A structure of composition C33H30BBrFeN3O8 (ωB97M-V/def2-TZVPD, OMol25).

XYZ file:
```
77
Properties=species:S:1:pos:R:3:forces:R:3
Fe 0.278812 -0.114990 0.354399 -0.213 0.527 -0.792
O 0.357349 -2.721708 4.842231 -0.824 -1.091 -1.463
C -0.666590 -3.560790 4.500669 -1.215 0.025 0.530
C -1.278282 -4.400236 5.495097 1.396 0.006 -0.436
C -2.346232 -5.228477 5.188983 -1.103 0.549 -0.698
C -2.971767 -5.036940 3.949871 -0.919 -0.406 -0.618
C -2.472657 -4.196370 2.963897 0.767 -0.978 2.889
C -1.290114 -3.543008 3.203267 1.661 0.048 0.306
C -0.679059 -2.811304 2.047837 0.569 1.797 -0.727
O -0.751602 -3.622541 0.801314 0.313 0.364 1.232
N 0.680705 -2.309971 2.402466 0.840 -0.053 -0.989
N 1.170177 -1.094776 1.733633 -1.054 -1.076 0.511
C 1.778412 -0.179235 2.512457 0.808 -0.844 -1.088
C 2.567697 0.814855 1.898493 0.021 -0.430 0.989
Br 2.836975 0.762567 -0.079456 -0.594 -0.053 1.071
C 3.336327 1.740438 2.575578 1.230 0.992 -1.139
C 3.450538 1.899904 3.989279 -1.337 -0.139 1.052
C 4.603007 2.386670 4.605763 1.130 -0.689 0.472
C 4.818340 2.399095 6.006783 -1.369 0.098 -1.974
C 3.770212 2.066497 6.839523 0.177 -0.214 1.297
C 2.574499 1.653969 6.259079 -0.516 0.106 0.902
C 2.410480 1.564918 4.904035 -0.465 0.130 -0.164
H 0.625178 -2.379287 3.839249 0.003 -0.042 1.384
H -0.748274 -4.482161 6.445059 -0.260 0.172 -0.129
H -2.872711 -5.924086 5.868906 0.870 0.538 -0.082
H -3.905255 -5.539708 3.664152 0.375 -0.061 0.571
H -3.022187 -4.059093 2.102147 -0.762 0.180 -1.919
H -1.289457 -1.910147 1.860810 0.368 -0.084 -0.125
H 1.409486 -2.993794 2.147561 -0.731 -0.102 0.311
H 1.850805 -0.340994 3.587267 -0.021 0.220 -0.218
H 4.069603 2.309712 1.969083 -0.456 -0.444 0.447
H 5.450750 2.509101 3.940720 0.148 0.454 0.111
H 5.768687 2.703548 6.345932 0.908 0.267 0.559
H 3.870337 2.077416 7.948589 -0.011 0.050 -0.978
H 1.701221 1.425203 6.895787 0.611 0.074 -0.311
H 1.396824 1.297704 4.618960 0.320 0.022 -0.508
O -3.225006 1.545388 0.393226 0.976 0.245 -0.614
C -2.006221 1.701303 0.243216 -0.276 -1.656 3.559
O -1.124039 1.036587 0.994875 -1.304 1.581 -1.878
C -1.545597 2.726520 -0.721715 -0.169 -0.302 -2.092
C -2.389745 2.789268 -1.859851 1.202 0.830 0.850
C -2.098186 3.615991 -2.897130 -0.682 2.013 -1.981
C -0.942764 4.398896 -2.863072 0.469 -0.756 2.203
C 0.005585 4.260683 -1.821086 -1.637 -1.218 -0.347
C -0.336886 3.417311 -0.740169 1.069 0.106 -0.073
N -0.685810 5.432243 -3.805626 1.634 0.626 -1.410
O 0.264530 6.200513 -3.558856 -1.559 -0.638 -0.526
O -1.325302 5.440082 -4.852162 0.126 0.333 0.589
H -3.300693 2.276931 -1.886607 -1.046 -0.909 0.262
H -2.832578 3.830378 -3.736160 1.035 -0.565 1.130
H 0.973770 4.676065 -2.018050 0.234 0.376 0.660
H 0.400181 3.240562 0.063304 -0.532 0.123 -0.445
C -2.101667 0.695520 -4.928332 0.748 -0.893 0.538
C -0.642289 0.276858 -5.270473 0.254 1.026 1.914
C 0.355325 1.420352 -4.892164 -0.770 -0.961 0.234
C -0.540183 0.032216 -6.727218 0.978 -0.281 -1.522
C -0.380417 -0.953739 -4.400059 -0.200 0.357 0.211
C -0.886906 -2.174484 -4.809078 0.230 0.135 -0.702
C -0.937714 -3.288700 -3.981690 -0.066 0.017 -0.467
C -0.499336 -3.106384 -2.684315 -1.057 -1.075 0.381
O -0.788666 -3.902114 -1.589963 0.184 -0.509 0.076
B -0.533136 -3.152187 -0.432783 0.205 0.340 -0.880
O -0.040906 -1.889005 -0.819926 0.183 -0.202 -1.599
C -0.035472 -1.904912 -2.263638 -0.231 1.414 1.753
C 0.028973 -0.794511 -3.075852 0.219 -0.388 -0.323
H -2.243976 1.771321 -4.994499 -0.197 -0.036 -0.034
H -2.306917 0.283953 -3.916004 -0.298 0.799 -0.581
H -2.691486 0.141004 -5.649154 -0.705 0.204 0.060
H 0.161017 2.230310 -5.570819 0.190 0.549 -0.286
H 1.363176 1.030363 -4.998029 0.275 0.240 -0.057
H 0.213961 1.791844 -3.869316 0.002 -0.090 -0.257
H -0.556296 0.979722 -7.291136 -0.317 -0.333 0.173
H -1.289468 -0.653010 -7.126077 -0.183 0.242 0.000
H 0.421330 -0.431260 -6.969950 0.098 0.040 -0.010
H -1.292840 -2.133682 -5.822416 0.056 -0.840 0.362
H -1.388065 -4.197488 -4.358968 0.030 -0.101 0.351
H 0.298485 0.177313 -2.721701 0.170 0.244 0.504
```
Positions in Å, forces in eV/Å.

Frontier orbital gap (alpha / beta): 0.144 / 0.145 Ha
Charge: -1
Spin multiplicity: 5
F_max: 3.935 eV/Å
Electronic energy: -160663.1455 eV
LUMO energy (alpha / beta): 1.13 / 1.12 eV

***

(2)
# C33H30F24NO3

A cluster of 4 separate species, C33H30F24NO3 in total (ωB97M-V/def2-TZVPD, OMol25).

XYZ file:
```
91
Properties=species:S:1:pos:R:3:forces:R:3
C 6.366448 0.444802 -4.437432 -1.064 4.339 -1.085
C 5.820726 0.785440 -5.953102 0.662 3.012 2.791
C 5.490423 2.356355 -6.384062 1.203 -1.105 3.540
C 5.667884 3.646830 -5.337008 0.731 -4.524 0.531
C 5.350029 5.137806 -5.933359 0.560 -0.888 -0.051
C 3.947909 5.815578 -5.430454 0.542 0.899 0.393
C 3.133396 4.978393 -4.282192 -1.619 0.975 -1.025
C 2.278972 3.782106 -5.013784 -1.922 -2.955 -1.657
C 1.356038 3.987508 -6.385403 1.654 -1.163 2.631
N 0.589331 2.875260 -7.072572 2.324 -2.505 4.223
C 0.641680 1.454444 -6.495742 1.457 1.863 1.460
C 1.508362 1.066944 -5.137184 0.454 0.755 0.417
C 1.606852 -0.444521 -4.507705 1.768 0.820 1.749
C 2.465128 -0.843364 -3.157539 -0.081 4.434 -1.706
C 3.245944 0.349800 -2.345252 -2.266 1.888 -4.099
C 3.152411 1.893160 -2.983269 -0.768 -3.005 -0.278
C 2.331392 2.264712 -4.357414 -0.248 -0.596 -0.146
C 6.184168 3.278063 -3.825576 -0.380 -2.697 -2.323
C 6.524488 1.709540 -3.354141 -1.222 0.284 -4.117
H 6.640999 -0.662088 -4.116138 -0.674 2.680 -0.767
H 5.698653 -0.091449 -6.742987 0.288 2.180 1.865
H 5.125774 2.537700 -7.483499 0.805 -0.278 2.384
H 5.319276 5.029009 -7.117190 0.209 0.221 2.635
H 6.250346 5.835069 -5.642256 -1.811 -1.396 -0.642
H 3.277536 6.022603 -6.369843 1.167 -0.502 1.966
H 4.231926 6.889599 -4.993394 -0.791 -2.398 -0.849
H 2.322541 5.730289 -3.830265 1.672 -1.669 -0.983
H 3.789042 4.637443 -3.375160 -1.256 0.267 -2.156
H 1.321230 5.086695 -6.840835 -0.167 -2.934 0.887
H 0.001712 3.034457 -7.944035 1.148 -0.142 1.666
H 0.021725 0.605324 -7.043686 1.440 2.224 1.146
H 1.059029 -1.336121 -5.058984 1.244 2.190 1.256
H 2.559791 -1.933613 -2.730114 -0.435 2.394 -1.309
H 3.875682 0.159689 -1.349761 -1.601 0.473 -2.538
H 3.767205 2.707447 -2.362837 -1.689 -1.914 -1.826
H 6.322636 4.147099 -3.043701 -0.220 -1.957 -1.711
H 6.882821 1.438372 -2.261891 -0.781 0.887 -2.515
C -0.889584 -3.379239 0.954685 0.725 -0.420 0.904
C -2.290514 -2.750800 0.985606 0.638 0.527 0.313
C -3.280396 -3.307215 -0.035621 -1.264 -0.265 -0.226
F -2.850006 -3.200103 -1.310531 -0.453 -0.121 0.340
F -4.458470 -2.626586 0.024725 0.353 0.051 0.318
F -2.168535 -1.400118 0.881650 -0.091 -0.287 -0.203
F -2.804934 -2.974559 2.237045 -0.029 -0.313 -0.561
O 0.104845 -2.707525 0.170201 -0.872 -0.100 -1.868
C 0.050860 -2.967694 -1.231150 0.015 -1.243 1.977
C -0.412880 -1.753820 -2.054698 -0.471 0.832 -0.055
F -1.577982 -1.233058 -1.591669 0.850 -0.004 -0.174
F -0.626035 -2.099962 -3.351284 0.208 -0.335 0.224
F -0.701635 -4.073434 -1.440314 0.791 0.456 -0.559
F 1.317483 -3.309704 -1.597441 -0.372 0.465 -0.115
H -0.502622 -3.319771 1.980940 -0.175 0.244 -0.264
H -0.918457 -4.454708 0.737694 -0.212 0.352 -0.137
H -3.502706 -4.362039 0.169876 0.204 0.120 0.111
H 0.342386 -0.961176 -2.032053 -0.053 -0.241 0.161
C -2.232932 3.105742 3.709754 1.127 0.276 -0.114
C -3.580978 3.813805 3.509962 0.261 -0.216 -1.048
C -4.629762 3.540778 4.586009 -1.045 0.411 0.590
F -4.913947 2.229615 4.734987 -0.147 0.612 0.165
F -5.805992 4.149423 4.268533 0.419 0.081 -0.177
F -4.050121 3.522784 2.266885 -0.029 0.111 0.446
F -3.330031 5.162017 3.497882 -0.103 -0.345 0.499
O -2.056755 1.847903 3.044695 -1.424 -0.824 0.886
C -2.645660 0.726406 3.700303 1.524 1.250 0.482
C -3.862427 0.157213 2.950456 -0.691 -0.222 -0.736
F -4.781337 1.113571 2.660569 0.547 -0.494 -0.169
F -4.497391 -0.782635 3.698716 0.419 0.121 0.217
F -2.919350 1.065319 4.982056 0.195 -0.829 -0.368
F -1.669617 -0.221165 3.770473 -0.702 0.150 -0.371
H -1.473334 3.755349 3.254233 -0.363 -0.155 -0.098
H -1.942884 3.049320 4.766750 -0.370 -0.054 -0.210
H -4.307759 3.940172 5.556114 0.160 -0.035 -0.180
H -3.552185 -0.307683 2.008730 0.092 0.218 0.319
C -3.426793 -3.677642 5.748739 -0.268 1.034 -0.553
C -3.494842 -5.165046 5.372577 0.839 0.397 -0.449
C -4.006802 -6.095248 6.470298 -0.537 -1.066 0.300
F -3.282615 -6.029369 7.607539 -0.486 -0.307 -0.352
F -3.949052 -7.392353 6.059274 0.027 0.334 -0.273
F -2.277424 -5.557378 4.909980 -0.336 -0.094 0.139
F -4.343132 -5.271026 4.300211 -0.162 -0.034 0.546
O -2.171174 -3.190205 6.239991 0.052 -1.197 1.469
C -1.910364 -3.461842 7.615701 -1.420 1.283 -0.961
C -0.793737 -4.498840 7.826783 0.674 -0.659 0.130
F -1.008202 -5.636876 7.118311 0.401 0.678 0.116
F -0.708453 -4.860824 9.133719 -0.276 0.414 -0.257
F -3.073223 -3.799008 8.221290 0.796 0.370 0.340
F -1.538771 -2.273417 8.168005 0.305 -0.791 -0.241
H -3.582927 -3.116920 4.817240 0.214 -0.279 0.134
H -4.260637 -3.370711 6.392982 0.253 -0.339 -0.025
H -5.054811 -5.876190 6.711117 0.141 0.166 -0.124
H 0.175101 -4.089907 7.521247 -0.211 0.161 -0.018
```
Positions in Å, forces in eV/Å.

Frontier orbital gap: 0.213 Ha
Charge: +1
F_max: 5.432 eV/Å
Electronic energy: -107531.2251 eV
LUMO energy: -5.05 eV

***

(3)
# C33H30MnN8O6S5

A structure of composition C33H30MnN8O6S5 (ωB97M-V/def2-TZVPD, OMol25).

XYZ file:
```
83
Properties=species:S:1:pos:R:3:forces:R:3
Mn 0.297921 0.133791 -0.012285 2.374 1.112 0.201
C 4.479400 1.457779 -2.486393 -0.105 -0.049 -0.006
C 3.096860 1.037516 -2.049565 -0.354 -0.877 -0.556
S 2.484961 1.896820 -0.683602 -0.656 0.366 0.887
C 2.409991 0.032156 -2.663543 0.707 0.701 0.398
C 2.810935 -0.564664 -3.985290 -0.018 0.122 0.141
S 0.933479 -0.641145 -2.058646 -0.294 -1.028 -0.248
H 4.747368 2.374629 -1.966466 0.069 0.056 -0.030
H 4.548788 1.622539 -3.559601 0.136 0.010 -0.253
H 5.203165 0.690408 -2.205238 0.236 -0.071 -0.046
H 3.864285 -0.422692 -4.210306 0.201 0.062 -0.103
H 2.200735 -0.097671 -4.761588 0.020 -0.011 -0.227
H 2.587833 -1.629145 -4.000190 0.017 -0.169 -0.018
N 1.556921 0.559342 3.337447 -0.206 0.258 0.410
C 0.193879 0.668798 3.141795 -0.188 0.011 -0.828
C -0.559978 0.888710 4.300448 -0.636 0.013 0.290
C -1.937231 0.971300 4.236237 0.523 -0.141 -0.533
C -2.531768 0.823181 2.984518 -0.129 0.081 0.451
C -1.722988 0.651538 1.890824 0.333 0.086 -0.009
N -0.371845 0.607595 1.918065 -0.506 0.010 0.893
C 2.560102 -0.014263 2.579643 0.601 -0.326 -0.729
C 3.792216 -0.246245 3.212457 -0.106 -0.024 -0.046
C 4.815165 -0.813345 2.482876 -0.136 0.042 -0.133
C 4.587346 -1.152233 1.156225 -0.138 0.044 0.211
C 3.336524 -0.902871 0.625983 0.301 0.072 -0.227
N 2.351874 -0.318431 1.304499 -0.733 0.019 0.474
H 1.823853 0.682626 4.306338 -0.117 -0.016 -0.337
H -0.056888 0.948590 5.256880 0.069 0.024 0.013
H -2.528437 1.126301 5.126410 -0.019 0.004 0.095
H -3.605196 0.842193 2.870589 -0.035 0.016 -0.089
H -2.161740 0.578790 0.906417 0.129 0.005 0.065
H 3.923685 -0.010073 4.260929 -0.012 0.084 0.050
H 5.772983 -1.007963 2.943748 0.081 -0.003 0.074
H 5.339467 -1.640343 0.563510 0.108 -0.018 -0.124
H 3.102898 -1.170833 -0.396357 -0.137 0.103 -0.165
O -1.006123 -2.280107 2.462045 -0.196 -0.497 0.486
C -0.121357 -2.549092 1.645101 -0.174 1.014 -0.664
O 0.223630 -1.846076 0.650460 -0.032 -0.747 0.092
C 0.661224 -3.842125 1.797902 -0.354 -0.259 0.250
C 0.070245 -4.953369 2.401459 0.359 0.319 -0.189
C 0.793784 -6.128260 2.551425 -0.269 -0.100 0.078
C 2.108712 -6.197681 2.154559 0.780 0.174 -0.268
C 2.723712 -5.077264 1.570564 -2.947 0.024 0.825
C 1.970677 -3.912274 1.361890 0.860 -0.358 -0.107
N 4.073368 -5.140051 1.237570 4.097 0.145 -1.063
O 4.680443 -6.236466 1.368296 -1.048 1.774 -0.207
O 4.657873 -4.102847 0.837439 -1.310 -2.144 0.756
H -0.949392 -4.874408 2.745258 -0.108 0.076 0.036
H 0.323620 -6.998034 2.994851 0.036 0.000 0.007
H 2.700371 -7.090858 2.290510 -0.055 -0.031 0.022
H 2.427942 -3.068966 0.868466 -0.099 0.076 -0.024
N 4.069571 6.630319 -3.512847 0.275 0.270 0.034
C 3.024549 5.737356 -3.780578 -0.269 -0.259 -0.213
C 3.279927 4.368813 -3.837458 0.029 0.178 -0.039
C 2.265253 3.479327 -4.126322 0.074 0.003 0.022
C 0.984989 3.948964 -4.343732 -0.640 -0.376 -0.167
C 0.723803 5.305385 -4.342850 -0.027 -0.044 -0.022
C 1.742371 6.200124 -4.067813 0.180 0.052 0.013
S -0.336311 2.732627 -4.519471 0.132 -0.572 0.338
O -1.559344 3.461690 -4.810905 0.053 0.324 0.034
O 0.088155 1.802504 -5.536668 0.146 -0.028 0.112
N -0.396461 1.954333 -3.109887 0.512 -0.406 -2.093
C -0.710113 2.594318 -2.031799 -0.472 1.321 0.360
S -1.283403 4.301309 -2.108338 -0.220 -0.129 1.052
C -1.314222 4.323581 -0.369684 -0.034 0.187 -0.333
C -0.964466 3.118941 0.118440 -0.070 0.219 -0.028
N -0.649127 2.147067 -0.790377 -0.296 -0.947 0.500
H 4.812953 6.214432 -2.968081 -0.127 0.109 0.018
H 3.765448 7.513054 -3.125069 0.051 -0.175 0.048
H 4.276049 4.012237 -3.622478 0.094 -0.101 0.002
H 2.437365 2.417021 -4.170000 0.106 -0.198 0.174
H -0.282351 5.641519 -4.542141 -0.066 0.060 0.021
H 1.546353 7.263646 -4.050458 -0.050 0.145 -0.003
H -1.569260 5.220022 0.159348 -0.041 0.112 0.258
H -0.898708 2.887264 1.168366 0.029 0.056 0.054
S -3.365961 -3.144096 -1.197395 0.193 0.650 0.000
C -4.179006 -1.641370 -0.958132 0.097 -0.266 -0.032
C -3.272021 -0.630571 -0.896099 -0.817 -0.320 -0.073
N -1.978155 -1.004879 -1.011784 0.555 0.078 -0.007
C -1.860374 -2.273157 -1.196228 -0.503 -0.339 -0.005
H -5.247202 -1.603066 -0.881964 -0.205 0.114 0.005
H -3.517237 0.410953 -0.784382 -0.024 0.219 0.015
H -0.934052 -2.793867 -1.327722 0.414 0.026 -0.017
```
Positions in Å, forces in eV/Å.

Frontier orbital gap (alpha / beta): 0.100 / 0.100 Ha
Charge: -2
Spin multiplicity: 2
F_max: 4.236 eV/Å
Electronic energy: -144408.3145 eV
LUMO energy (alpha / beta): 3.07 / 3.07 eV